Density functional theory data (the ωB97M-V functional and the def2-TZVPD basis) for a single C2H2F5P molecule in a non-equilibrium geometry.

The geometry in XYZ format:
```
10
Properties=species:S:1:pos:R:3:forces:R:3:nbo_charge:R:1
P -0.2952 0.4530 0.0278 -0.44 1.62 -2.34 1.2872
F 0.0127 1.4607 -1.3045 -0.48 -1.43 2.69 -0.5524
F 0.9123 -0.2113 2.8705 1.46 0.74 -0.80 -0.3189
F -0.7328 0.5874 3.8452 -1.26 0.88 0.83 -0.2849
F -0.9496 -1.0416 2.3582 -0.37 0.93 0.58 -0.4008
F -1.8180 1.7456 1.7285 -2.31 1.37 0.44 -0.3200
C -0.6462 1.2025 1.5317 2.28 -1.92 -0.66 -0.2976
C -0.3237 0.2240 2.6754 -0.25 -2.25 -1.52 0.9269
H 0.8594 -0.1455 0.3618 1.13 -0.66 -0.01 -0.0100
H -1.0226 -0.4720 -0.8404 0.22 0.72 0.78 -0.0296
```
Positions in Å, forces in eV/Å.

Summary:
Calculated total energy (a.u.): -918.01349
Largest force on an atom (eV/Å): 3.08
Net charge: 0
Energy relative to the best compared isomer or geometry (same formula, charge and spin) (kcal per mole): 33.89
Structure (SMILES): F[PH2]=C(F)C(F)(F)F
Lowest unoccupied orbital energy (eV): 0.18
Orbital gap (hartree): 0.343